Arrangement one

Entry from the OMol25 dataset: one molecule with the formula C9H14 (ωB97M-V/def2-TZVPD).

```
! wB97M-V def2-TZVPD RIJCOSX def2/J DEFGRID3
* xyz 0 1
C -0.670 1.660 0.626
C 1.584 0.070 -1.373
C 1.167 0.154 0.056
C 2.073 -0.436 1.162
C -0.680 -2.126 0.219
C -0.810 -0.850 0.422
C -2.605 0.540 -0.513
C -1.521 0.394 0.639
C 0.637 1.461 0.436
H -3.493 -0.030 -0.466
H 2.643 -0.028 -1.514
H -2.243 0.290 1.424
H 2.533 -1.200 0.685
H 1.431 2.317 0.394
H -1.292 2.464 0.900
H 2.765 0.482 1.376
H 1.128 -0.727 -1.818
H -3.046 1.511 -0.618
H 1.540 -0.683 2.116
H 0.118 -2.625 -0.260
H -2.052 0.419 -1.408
H 1.367 0.936 -1.805
H -1.407 -2.890 0.592
*
```

The calculation puts the LUMO energy at 0.993 eV.

---

Arrangement two

Entry from the OMol25 dataset: a 2-piece molecular cluster, C9H14 overall (ωB97M-V/def2-TZVPD).

```
! wB97M-V def2-TZVPD RIJCOSX def2/J DEFGRID3
* xyz 0 1
C -2.376 1.758 -1.249
C 1.346 0.521 0.581
C 0.828 -1.708 -0.594
C 1.385 -1.758 1.777
C -1.894 0.829 -2.293
C 1.515 -1.114 3.126
C -2.544 2.169 -2.670
C -1.180 -0.136 -2.720
C 1.068 -1.000 0.705
H 2.431 -0.489 3.224
H 1.539 -1.943 3.987
H -1.524 2.365 -0.820
H 0.409 -2.706 -0.570
H -3.282 1.591 -0.628
H 0.077 -1.013 -1.129
H 0.587 -0.529 3.239
H 0.741 1.051 1.372
H 0.814 0.738 -0.377
H 1.711 -1.661 -1.283
H 1.536 -2.794 1.872
H 2.437 0.760 0.598
H -2.029 3.016 -3.119
H -3.596 2.051 -3.029
*
```

The calculation puts the LUMO energy at -0.309 eV.

---

Which structure loses on stability? arrangement two does.

---

Arrangement one

Entry from the OMol25 dataset: a 2-piece molecular cluster, C9H14 overall (ωB97M-V/def2-TZVPD).

```
! wB97M-V def2-TZVPD RIJCOSX def2/J DEFGRID3
* xyz 0 1
C -1.675 1.446 -3.968
C 0.996 0.986 0.296
C 1.039 0.939 1.684
C 0.068 -1.208 1.975
C 0.039 -1.317 0.567
C 0.416 -0.033 2.548
C -0.386 -2.291 2.800
C 0.433 -0.220 -0.165
C -0.132 1.363 -4.012
H -0.845 -2.006 3.766
H 0.391 -3.150 2.854
H -1.275 -2.848 2.354
H 0.143 -0.212 -1.183
H 0.131 0.304 -3.843
H 0.249 1.717 -4.954
H 0.324 1.905 -3.182
H -1.953 2.193 -4.670
H 1.321 1.855 -0.283
H -2.088 1.706 -3.036
H 1.381 1.759 2.238
H -2.206 0.510 -4.199
H 0.272 0.373 3.667
H -0.633 -2.097 0.116
*
```

As for the SMILES: Cc1ccccc1.CC. The calculation puts the LUMO energy at 0.975 eV.

---

Arrangement two

Entry from the OMol25 dataset: a 2-piece molecular cluster, C9H14 overall (ωB97M-V/def2-TZVPD).

```
! wB97M-V def2-TZVPD RIJCOSX def2/J DEFGRID3
* xyz 0 1
C -1.787 -0.105 1.088
C 0.065 -1.045 -0.131
C 2.938 0.660 -3.348
C 0.502 0.442 1.589
C -1.299 -0.866 0.082
C 0.988 -0.492 0.713
C -3.161 -0.490 1.742
C 1.873 1.013 -2.358
C -0.844 0.608 1.824
H 2.871 -0.436 -3.706
H 3.928 0.719 -3.007
H 0.916 1.348 -2.737
H 2.190 1.784 -1.619
H 3.065 1.350 -4.202
H -1.274 1.221 2.597
H -2.062 -1.225 -0.721
H -3.962 -0.666 1.021
H 2.001 -0.825 0.886
H 1.723 0.002 -1.784
H -3.059 -1.413 2.378
H 1.189 1.016 2.269
H 0.252 -1.715 -1.029
H -3.431 0.498 2.449
*
```

As for the SMILES: Cc1ccccc1.CC. The calculation puts the LUMO energy at 1.010 eV.

---

Arrangement three

Entry from the OMol25 dataset: a 2-piece molecular cluster, C9H14 overall (ωB97M-V/def2-TZVPD).

```
! wB97M-V def2-TZVPD RIJCOSX def2/J DEFGRID3
* xyz 0 1
C -0.207 -2.500 2.204
C -0.734 -0.655 0.192
C -0.607 1.275 1.731
C -0.426 -1.130 2.525
C -0.639 -0.196 1.540
C -0.220 -2.901 0.909
C -0.403 -1.931 -0.120
C 0.318 1.185 -2.676
C 1.574 2.008 -2.336
H -0.281 -3.955 0.696
H -0.194 0.879 -1.777
H -0.992 -0.031 -0.641
H -1.378 1.936 1.356
H -0.435 1.765 -3.224
H -0.180 -3.169 3.056
H 0.497 0.389 -3.402
H 1.509 2.968 -2.850
H -0.340 -2.262 -1.151
H -0.518 -0.722 3.526
H 0.365 1.619 1.364
H 1.402 2.312 -1.294
H 2.528 1.503 -2.413
H -0.641 1.611 2.783
*
```

As for the SMILES: Cc1ccccc1.CC. The calculation puts the LUMO energy at 1.018 eV.

---

Arrangement four

Entry from the OMol25 dataset: a 2-piece molecular cluster, C9H14 overall (ωB97M-V/def2-TZVPD).

```
! wB97M-V def2-TZVPD RIJCOSX def2/J DEFGRID3
* xyz 0 1
C -1.673 0.780 0.981
C -2.936 0.296 -1.004
C 3.878 0.004 0.922
C -0.930 -0.941 -0.505
C -1.985 -0.652 -1.370
C -0.855 -0.308 0.724
C -2.762 1.035 0.154
C -2.150 -1.413 -2.665
C 3.421 1.121 1.871
H 4.225 1.827 2.069
H -3.792 0.454 -1.645
H -1.626 1.338 1.910
H -0.219 -1.697 -0.827
H -3.196 -1.334 -2.978
H 4.576 0.476 0.225
H -1.573 -0.947 -3.466
H 2.572 1.684 1.489
H 3.073 -0.444 0.345
H -0.161 -0.606 1.503
H 3.152 0.761 2.865
H -1.947 -2.476 -2.552
H -3.514 1.768 0.439
H 4.422 -0.726 1.515
*
```

As for the SMILES: Cc1ccccc1.CC. The calculation puts the LUMO energy at 1.013 eV.

---

Which structure loses on stability? arrangement two does.

---

Arrangement one

Entry from the OMol25 dataset: a 2-piece molecular cluster, C9H14 overall (ωB97M-V/def2-TZVPD).

```
! wB97M-V def2-TZVPD RIJCOSX def2/J DEFGRID3
* xyz 0 1
C -2.146 0.727 0.392
C -2.446 -1.892 -0.537
C 2.731 0.699 -0.570
C 4.110 1.157 -1.033
C -1.725 -1.591 0.561
C -2.999 -0.798 -1.208
C -2.889 0.460 -0.735
C -0.548 -0.143 2.107
C -1.490 -0.321 1.024
H -3.468 1.289 -1.181
H -0.804 -0.425 3.101
H -3.444 -1.037 -2.197
H 3.068 -0.107 0.109
H 4.724 1.451 -0.101
H 4.546 0.323 -1.332
H -1.082 -2.349 1.088
H -0.222 0.939 2.193
H 1.901 1.368 -0.201
H 0.432 -0.628 1.914
H 2.286 0.261 -1.485
H -2.261 1.725 0.884
H -2.623 -2.899 -0.920
H 4.350 1.792 -1.872
*
```

As for the SMILES: Cc1ccccc1.CC. The calculation puts the LUMO energy at 0.969 eV.

---

Arrangement two

Entry from the OMol25 dataset: a 2-piece molecular cluster, C9H14 overall (ωB97M-V/def2-TZVPD).

```
! wB97M-V def2-TZVPD RIJCOSX def2/J DEFGRID3
* xyz 0 1
C -1.521 0.028 2.233
C 0.538 -1.059 -0.912
C 1.306 1.677 -1.005
C -0.064 -0.141 -1.734
C 1.610 -0.565 -0.143
C -0.186 -0.442 2.868
C -1.187 -0.579 -2.668
C 0.246 1.202 -1.786
C 1.990 0.754 -0.196
H 2.823 1.043 0.432
H -0.387 -1.193 3.632
H -2.204 -0.035 3.071
H -1.782 -0.465 1.304
H 0.316 -2.115 -0.890
H 2.215 -1.222 0.473
H -2.126 -0.133 -2.329
H -0.972 -0.451 -3.723
H 1.481 2.724 -1.207
H -0.173 1.904 -2.494
H -1.443 1.095 1.998
H -1.370 -1.657 -2.568
H 0.620 -0.736 2.193
H 0.271 0.368 3.451
*
```

As for the SMILES: Cc1ccccc1.CC. The calculation puts the LUMO energy at 1.072 eV.

---

Which structure loses on stability? arrangement one does.

---

Arrangement one

Entry from the OMol25 dataset: a 2-piece molecular cluster, C9H14 overall (ωB97M-V/def2-TZVPD).

```
! wB97M-V def2-TZVPD RIJCOSX def2/J DEFGRID3
* xyz 0 1
C -0.234 -0.964 -1.690
C -2.552 0.190 1.119
C 2.410 0.938 -0.072
C -0.892 -0.744 -0.355
C 2.305 2.080 -1.073
C -2.184 -0.679 2.115
C -1.135 -1.584 1.932
C -1.924 0.164 -0.126
C -0.561 -1.620 0.662
H -0.245 -2.011 -2.001
H 0.177 -2.369 0.531
H 1.256 2.194 -1.349
H -0.701 -2.180 2.719
H 1.648 1.142 0.684
H 2.525 2.951 -0.534
H 0.771 -0.551 -1.674
H 3.311 0.795 0.533
H -3.267 0.979 1.301
H -0.763 -0.522 -2.540
H 2.257 -0.106 -0.356
H -2.714 -0.779 3.051
H -2.386 0.740 -0.920
H 2.900 1.938 -1.958
*
```

As for the SMILES: Cc1ccccc1.CC. The calculation puts the LUMO energy at 1.038 eV.

---

Arrangement two

Entry from the OMol25 dataset: a 2-piece molecular cluster, C9H14 overall (ωB97M-V/def2-TZVPD).

```
! wB97M-V def2-TZVPD RIJCOSX def2/J DEFGRID3
* xyz 0 1
C 0.556 -0.242 0.726
C 1.747 -0.297 -0.113
C -0.474 0.641 0.473
C 2.963 0.800 -2.003
C -0.307 1.753 -0.369
C -2.843 -2.770 1.250
C 0.878 1.731 -1.149
C 1.829 0.715 -1.102
C -3.206 -1.357 1.767
H -4.052 -1.549 2.545
H 2.548 1.171 -2.974
H -2.075 -3.345 1.787
H -2.477 -0.719 2.121
H -1.206 0.784 1.254
H 2.453 -1.100 -0.008
H 1.147 2.637 -1.703
H -2.622 -2.745 0.155
H -1.064 2.523 -0.279
H -3.746 -3.361 1.124
H -3.582 -0.894 0.833
H 3.624 1.690 -1.441
H 3.603 -0.187 -1.960
H 0.586 -0.750 1.664
*
```

As for the SMILES: Cc1ccccc1.CC. The calculation puts the LUMO energy at 0.998 eV.

---

Arrangement three

Entry from the OMol25 dataset: a 2-piece molecular cluster, C9H14 overall (ωB97M-V/def2-TZVPD).

```
! wB97M-V def2-TZVPD RIJCOSX def2/J DEFGRID3
* xyz 0 1
C -0.865 2.682 -1.496
C 1.960 -1.549 2.052
C -1.264 1.331 -1.034
C 2.915 -0.863 1.078
C -0.794 0.914 0.241
C -2.238 -0.812 -1.316
C -1.775 -1.274 -0.097
C -1.938 0.459 -1.846
C -0.904 -0.402 0.597
H 2.360 -0.519 0.191
H -0.562 2.616 -2.546
H 2.512 -2.273 2.651
H -0.313 -0.872 1.368
H 1.565 -0.713 2.638
H -1.566 3.519 -1.424
H 1.135 -2.055 1.569
H 3.635 -1.570 0.658
H -2.798 -1.511 -1.932
H -2.187 0.538 -2.894
H -1.970 -2.318 0.094
H -0.312 1.593 0.925
H -0.015 3.055 -0.917
H 3.417 0.022 1.440
*
```

As for the SMILES: Cc1ccccc1.CC. The calculation puts the LUMO energy at 1.035 eV.

---

Which structure loses on stability? arrangement two does.

---

Arrangement one

Entry from the OMol25 dataset: a 2-piece molecular cluster, C9H14 overall (ωB97M-V/def2-TZVPD).

```
! wB97M-V def2-TZVPD RIJCOSX def2/J DEFGRID3
* xyz 0 1
C 1.188 -0.390 0.813
C 0.385 1.755 1.574
C 1.573 1.524 -0.475
C 0.561 0.401 1.780
C 0.892 2.333 0.413
C -1.966 0.069 -1.839
C 1.762 0.156 -0.334
C 1.368 -1.844 1.215
C -2.320 -1.187 -1.053
H 0.195 -0.085 2.680
H -2.476 0.021 -2.806
H -2.319 -1.959 -1.833
H 0.809 3.402 0.308
H -0.017 2.373 2.373
H -1.613 -1.490 -0.277
H -2.304 0.947 -1.320
H 2.242 -0.456 -1.078
H 1.785 -2.421 0.383
H 2.079 2.070 -1.255
H -0.945 0.233 -2.193
H 0.410 -2.353 1.353
H 1.979 -1.907 2.113
H -3.272 -1.188 -0.542
*
```

As for the SMILES: Cc1ccccc1.CC. The calculation puts the LUMO energy at 1.025 eV.

---

Arrangement two

Entry from the OMol25 dataset: a 2-piece molecular cluster, C9H14 overall (ωB97M-V/def2-TZVPD).

```
! wB97M-V def2-TZVPD RIJCOSX def2/J DEFGRID3
* xyz 0 1
C 0.838 -1.560 1.425
C 2.031 -0.956 -0.477
C 1.284 -3.299 -0.215
C -1.680 2.737 -0.832
C -3.036 2.076 -0.430
C 0.676 -2.890 1.032
C 1.295 -0.538 0.600
C 1.806 -2.239 -0.980
C 1.177 0.927 0.777
H 1.428 1.185 1.765
H 2.598 -0.205 -1.061
H -0.014 -3.593 1.535
H 0.130 1.285 0.549
H 1.863 1.529 0.176
H -3.493 2.433 0.527
H -3.703 2.037 -1.283
H -1.827 3.792 -0.757
H -0.955 2.325 -0.204
H 0.438 -1.434 2.475
H 1.513 -4.355 -0.545
H -1.663 2.303 -1.801
H -2.886 0.935 -0.307
H 2.179 -2.494 -1.970
*
```

As for the SMILES: Cc1ccccc1.CC. The calculation puts the LUMO energy at 0.991 eV.

---

Arrangement three

Entry from the OMol25 dataset: a 2-piece molecular cluster, C9H14 overall (ωB97M-V/def2-TZVPD).

```
! wB97M-V def2-TZVPD RIJCOSX def2/J DEFGRID3
* xyz 0 1
C 0.705 -1.039 -1.038
C 1.407 -1.664 -0.064
C -0.850 -2.224 0.865
C -1.340 0.399 -1.672
C -1.486 -1.513 -0.122
C -0.697 -0.809 -1.035
C 0.785 1.365 1.144
C 0.545 -2.291 0.922
C 0.687 2.727 0.470
H 2.487 -1.576 -0.066
H -0.263 1.179 1.589
H 0.849 2.756 -0.548
H -1.400 0.244 -2.722
H -1.433 -2.794 1.606
H 1.643 1.298 1.842
H -2.578 -1.361 -0.198
H 1.248 3.579 1.021
H 0.802 0.547 0.391
H -2.341 0.639 -1.268
H -0.634 1.216 -1.554
H 0.944 -3.168 1.656
H -0.386 3.077 0.659
H 1.305 -0.588 -1.880
*
```

As for the SMILES: Cc1ccccc1.CC. The calculation puts the LUMO energy at 1.035 eV.

---

Arrangement four

Entry from the OMol25 dataset: a 2-piece molecular cluster, C9H14 overall (ωB97M-V/def2-TZVPD).

```
! wB97M-V def2-TZVPD RIJCOSX def2/J DEFGRID3
* xyz 0 1
C -1.887 -0.906 -0.395
C -0.663 -0.354 -2.446
C -0.038 1.825 2.228
C 0.457 -1.463 -0.576
C -0.736 -1.412 0.156
C 1.711 -1.960 0.143
C -1.819 -0.384 -1.673
C 0.513 -0.923 -1.857
C 0.536 2.430 0.943
H -2.853 -1.008 0.110
H -0.050 0.730 2.169
H 0.024 3.347 0.677
H 1.689 -1.695 1.203
H -0.608 0.132 -3.405
H 0.424 1.693 0.143
H 1.415 -0.847 -2.482
H 1.800 -3.041 -0.033
H -2.708 0.121 -2.046
H 1.609 2.676 0.987
H -0.800 -1.823 1.160
H -1.085 2.123 2.337
H 0.539 2.230 3.072
H 2.533 -1.491 -0.414
*
```

As for the SMILES: Cc1ccccc1.CC. The calculation puts the LUMO energy at 1.072 eV.

---

Which structure loses on stability? arrangement two does.

---

Arrangement one

Entry from the OMol25 dataset: a 2-piece molecular cluster, C9H14 overall (ωB97M-V/def2-TZVPD).

```
! wB97M-V def2-TZVPD RIJCOSX def2/J DEFGRID3
* xyz 0 1
C -0.590 2.959 -1.331
C 0.268 -0.083 1.826
C -0.827 -0.306 -0.248
C 0.412 2.572 -0.169
C -0.704 0.345 0.921
C -0.301 -2.140 -1.842
C 0.855 -1.946 0.513
C 1.092 -1.178 1.648
C -0.022 -1.450 -0.452
H 1.138 -2.935 0.398
H -0.559 -1.256 -2.549
H 1.111 3.309 0.092
H -1.601 2.641 -1.247
H -1.388 1.233 1.209
H 0.488 0.543 2.716
H -1.547 -0.002 -1.082
H 1.742 -1.481 2.572
H -0.298 2.485 -2.267
H -0.103 2.472 0.817
H -1.108 -2.776 -1.769
H 1.089 1.724 -0.420
H -0.620 4.155 -1.472
H 0.557 -2.750 -2.186
*
```

As for the SMILES: Cc1ccccc1.CC. The calculation puts the LUMO energy at 1.003 eV.

---

Arrangement two

Entry from the OMol25 dataset: one molecule with the formula C9H14 (ωB97M-V/def2-TZVPD).

```
! wB97M-V def2-TZVPD RIJCOSX def2/J DEFGRID3
* xyz 0 1
C -3.197 -1.144 0.134
C -2.239 -0.074 -0.423
C -1.165 0.451 0.487
C 2.467 -0.127 -0.674
C 3.214 0.732 0.308
C 3.306 -0.806 0.417
C 0.985 -0.295 -0.564
C -2.376 1.299 0.008
C 0.129 0.655 -0.210
H 2.643 1.290 1.086
H -2.848 -2.167 -0.093
H 0.692 -1.397 -0.610
H 2.868 -0.194 -1.685
H -4.165 -1.038 -0.324
H 2.783 -1.315 1.214
H -3.073 1.537 0.784
H 0.261 1.682 -0.421
H 4.301 -1.125 0.200
H -2.343 2.110 -0.735
H 4.081 1.288 -0.079
H -3.315 -1.090 1.171
H -1.859 -0.253 -1.415
H -1.150 -0.018 1.422
*
```

As for the SMILES: C[C@H]1C[C@@H]1/C=C/C1CC1. The calculation puts the LUMO energy at 1.241 eV.

---

Which structure loses on stability? arrangement two does.

---

Arrangement one

Entry from the OMol25 dataset: a 2-piece molecular cluster, C9H14 overall (ωB97M-V/def2-TZVPD).

```
! wB97M-V def2-TZVPD RIJCOSX def2/J DEFGRID3
* xyz 0 1
C 1.049 0.522 -2.991
C -1.905 -0.907 -0.265
C -2.311 -0.252 -1.440
C 0.003 -0.021 -2.013
C 1.635 0.714 2.741
C -1.341 0.387 -2.166
C 0.447 -0.938 -1.028
C 0.293 0.408 3.393
C -0.617 -1.273 -0.154
H 1.083 1.597 -3.120
H 0.225 0.808 4.365
H -1.494 1.205 -2.808
H 2.047 -0.038 -2.862
H 1.413 -1.499 -0.896
H -0.431 -1.954 0.784
H 0.002 -0.760 3.428
H 1.565 1.693 1.983
H 2.392 0.778 3.550
H -0.655 0.791 2.815
H -3.321 -0.215 -1.621
H -2.776 -1.397 0.391
H 1.869 0.008 1.937
H 0.828 0.344 -4.021
*
```

As for the SMILES: Cc1ccccc1.CC. The calculation puts the LUMO energy at 0.962 eV.

---

Arrangement two

Entry from the OMol25 dataset: a 2-piece molecular cluster, C9H14 overall (ωB97M-V/def2-TZVPD).

```
! wB97M-V def2-TZVPD RIJCOSX def2/J DEFGRID3
* xyz 0 1
C -0.260 1.769 2.000
C -0.340 1.532 3.378
C -0.487 0.235 3.815
C 0.174 -0.903 -3.896
C -0.340 0.702 1.127
C 1.307 -1.256 -2.934
C -0.705 -0.844 2.952
C -0.615 -0.585 1.601
C -0.227 0.878 -0.376
H 1.583 -2.303 -2.902
H 2.182 -0.688 -3.246
H 1.177 -0.941 -1.909
H -0.766 -1.336 0.833
H -0.979 -1.770 3.420
H -0.409 0.079 4.889
H 0.220 -1.551 -4.766
H 0.274 0.021 -0.793
H -0.167 2.757 1.581
H -1.209 1.087 -0.805
H -0.255 2.320 4.118
H 0.415 1.732 -0.573
H -0.810 -1.104 -3.463
H 0.237 0.170 -4.049
*
```

As for the SMILES: Cc1ccccc1.CC. The calculation puts the LUMO energy at 1.011 eV.

---

Which structure loses on stability? arrangement one does.